Entry from OMol25: a 5-piece molecular cluster, C16H25N6O4P2 overall (wB97M-V/def2-TZVPD).

gap between HOMO and LUMO: 8.00 eV
net charge: -1
energy: -1937.10526 Ha
molar mass: 427.36 g mol⁻¹
LUMO level: 2.74 eV

Cartesian coordinates (Å):
1 N 0.694 -0.790 -1.842
2 P -0.340 0.177 -0.744
3 O -0.830 1.297 -1.866
4 N -1.593 -0.790 -0.368
5 P -2.689 -1.469 -1.290
6 O -3.778 -2.267 -0.699
7 O -1.997 -2.401 -2.444
8 O -3.300 -0.257 -2.218
9 H 0.505 -1.781 -1.728
10 H 0.535 -0.526 -2.812
11 H -1.439 0.948 -2.533
12 H -1.181 -2.000 -2.760
13 H -4.037 -0.620 -2.725
14 N 0.035 1.339 2.559
15 C 0.595 1.215 3.795
16 C 1.014 2.457 4.201
17 C 0.683 3.367 3.158
18 C 0.087 2.639 2.157
19 H -0.339 0.586 2.002
20 H 0.663 0.252 4.272
21 H 1.512 2.683 5.130
22 H 0.874 4.427 3.136
23 H -0.293 2.929 1.193
24 N 3.168 -0.193 -4.050
25 C 4.048 -0.733 -4.945
26 C 4.990 0.219 -5.235
27 C 4.663 1.378 -4.478
28 C 3.535 1.087 -3.755
29 H 2.381 -0.659 -3.634
30 H 3.932 -1.743 -5.298
31 H 5.821 0.098 -5.910
32 H 5.197 2.314 -4.460
33 H 2.968 1.673 -3.052
34 N 5.599 -1.002 2.197
35 C 4.881 -0.073 2.906
36 C 3.641 0.026 2.334
37 C 3.608 -0.876 1.235
38 C 4.828 -1.494 1.177
39 H 6.544 -1.273 2.390
40 H 5.312 0.438 3.750
41 H 2.843 0.674 2.656
42 H 2.782 -1.034 0.560
43 H 5.213 -2.234 0.496
44 N -8.120 -1.220 2.152
45 C -7.162 -1.935 1.475
46 C -6.132 -1.090 1.165
47 C -6.484 0.191 1.678
48 C -7.710 0.082 2.279
49 H -8.983 -1.591 2.499
50 H -7.293 -2.984 1.272
51 H -5.232 -1.364 0.630
52 H -5.894 1.091 1.611
53 H -8.321 0.811 2.784

Atomic partial charges in e from the Löwdin method, atoms 1 to 6: N -0.21; P 0.62; O -0.35; N -0.38; P 0.21; O -0.33

=====

Entry from OMol25: a 2-piece molecular cluster, C6H10O overall (wB97M-V/def2-TZVPD).

gap between HOMO and LUMO: 10.31 eV
energy: -309.76477 Ha
molar mass: 98.14 g mol⁻¹
LUMO level: 0.79 eV
energy above the lowest of the compared OMol25 structures with the same formula, charge and spin: 48.7 kcal per mole

Cartesian coordinates (Å):
1 C 1.809 0.947 0.122
2 C 0.678 0.798 -0.880
3 C 0.216 -0.599 -1.244
4 C -1.053 -0.379 -0.895
5 C -0.789 1.020 -0.378
6 H 1.613 0.370 1.033
7 H 2.754 0.601 -0.310
8 H 1.944 1.996 0.404
9 H 0.876 1.401 -1.776
10 H 0.739 -1.458 -1.658
11 H -1.961 -0.977 -0.973
12 H -0.849 1.124 0.713
13 H -1.352 1.833 -0.849
14 C -1.254 -1.632 1.594
15 O -0.601 -0.929 2.322
16 H -2.332 -1.448 1.406
17 H -0.830 -2.505 1.061

Atomic partial charges in e from the Löwdin method, atoms 1 to 6: C -0.07; C -0.35; C -0.06; C -0.13; C -0.14; H 0.07

=====

Entry from OMol25: a 5-piece molecular cluster, C12H32ClN4O4 overall (wB97M-V/def2-TZVPD).

gap between HOMO and LUMO: 9.96 eV
net charge: +3
energy: -1455.65029 Ha
molar mass: 331.86 g mol⁻¹
LUMO level: -8.27 eV
energy above the lowest of the compared OMol25 structures with the same formula, charge and spin: 7.0 kcal per mole

Cartesian coordinates (Å):
1 C 3.426 -0.510 -1.371
2 C 3.568 -1.945 -1.768
3 O 4.473 -2.451 -2.319
4 N 2.464 -2.897 -1.284
5 H 2.928 -3.743 -0.942
6 H 1.949 -2.466 -0.492
7 C 1.544 -3.357 -2.401
8 H 3.101 0.104 -2.217
9 H 4.395 -0.100 -1.092
10 H 2.663 -0.349 -0.610
11 H 2.208 -3.619 -3.217
12 H 0.799 -2.607 -2.639
13 H 0.997 -4.192 -1.972
14 C -0.457 0.341 -2.957
15 C -1.408 1.497 -3.056
16 O -2.221 1.807 -2.270
17 N -1.353 2.337 -4.335
18 H -1.417 1.762 -5.186
19 H -2.244 2.853 -4.366
20 C -0.169 3.264 -4.347
21 H 0.554 0.535 -3.313
22 H -0.878 -0.436 -3.604
23 H -0.425 0.011 -1.910
24 H -0.327 3.985 -3.545
25 H -0.216 3.864 -5.253
26 H 0.757 2.723 -4.207
27 C -4.028 -1.052 3.837
28 C -2.815 -0.690 3.040
29 O -1.786 -0.325 3.476
30 N -2.917 -0.883 1.543
31 H -1.944 -1.126 1.245
32 H -3.516 -1.675 1.296
33 C -3.409 0.335 0.780
34 H -4.678 -0.184 3.965
35 H -3.723 -1.411 4.819
36 H -4.616 -1.866 3.408
37 H -2.613 1.069 0.869
38 H -4.333 0.650 1.252
39 H -3.447 0.043 -0.263
40 C 1.991 -0.484 4.224
41 C 2.119 0.928 3.726
42 O 2.616 1.803 4.327
43 N 1.599 1.235 2.350
44 H 2.348 1.684 1.807
45 H 1.482 0.357 1.799
46 C 0.388 2.131 2.370
47 H 2.658 -0.570 5.079
48 H 2.289 -1.169 3.428
49 H 1.011 -0.762 4.612
50 H 0.686 3.049 2.861
51 H -0.393 1.544 2.845
52 H 0.076 2.246 1.334
53 Cl 0.243 -1.284 0.646

Atomic partial charges in e from the Löwdin method, atoms 1 to 6: C 0.03; C -0.39; O 0.22; N 0.07; H 0.19; H 0.02

=====

Entry from OMol25: the molecule C4H5NO (wB97M-V/def2-TZVPD).

gap between HOMO and LUMO: 10.64 eV
energy: -285.32345 Ha
molar mass: 83.09 g mol⁻¹
LUMO level: 0.81 eV
energy above the lowest of the compared OMol25 structures with the same formula, charge and spin: 57.2 kcal per mole

Cartesian coordinates (Å):
1 C 1.493 -0.778 -0.121
2 C -0.485 2.509 1.407
3 N -0.940 1.664 0.725
4 C -1.428 0.659 -0.087
5 C -0.819 -0.525 -0.169
6 O 0.259 -0.849 0.584
7 H 2.212 -1.373 0.443
8 H 1.840 0.260 -0.171
9 H 1.397 -1.185 -1.137
10 H -2.328 0.882 -0.650
11 H -1.205 -1.305 -0.827

Atomic partial charges in e from the Löwdin method, atoms 1 to 6: C -0.07; C 0.05; N -0.06; C -0.12; C -0.17; O -0.14

=====

Entry from OMol25: a 20-piece molecular cluster, C32H75N24O39 overall (wB97M-V/def2-TZVPD).

gap between HOMO and LUMO: 7.45 eV
net charge: +1
energy: -5510.76129 Ha
molar mass: 1420.08 g mol⁻¹
LUMO level: -3.32 eV

Cartesian coordinates (Å):
1 C -1.126 -2.305 1.724
2 C -0.127 -1.827 0.620
3 C 0.564 -2.876 -0.152
4 C 1.477 -2.457 -1.204
5 C 1.723 -1.036 -1.494
6 C 1.051 -0.039 -0.685
7 C 0.118 -0.421 0.373
8 C -0.550 0.747 1.189
9 N -1.220 1.648 0.231
10 C -2.510 1.696 0.002
11 N -3.405 0.832 0.679
12 C -4.616 1.171 0.137
13 C -5.819 0.339 0.671
14 C -5.239 -1.078 1.109
15 C -6.355 -2.155 1.245
16 N -5.899 -3.515 1.447
17 O -7.545 -1.948 1.175
18 N -4.554 2.183 -0.796
19 N -3.233 2.475 -0.854
20 H -0.628 -2.461 2.716
21 H -1.536 -3.292 1.367
22 H -2.018 -1.624 1.823
23 H 0.399 -3.972 0.029
24 H 2.014 -3.210 -1.830
25 H 2.402 -0.710 -2.313
26 H 1.234 1.047 -0.868
27 H 0.233 1.272 1.801
28 H -1.239 0.266 1.919
29 H -0.606 2.273 -0.301
30 H -6.181 0.877 1.593
31 H -6.676 0.250 -0.036
32 H -4.518 -1.457 0.332
33 H -4.718 -0.911 2.089
34 H -5.279 -3.708 0.650
35 H -6.715 -4.135 1.409
36 H -5.341 2.579 -1.299
37 H -2.782 3.163 -1.456
38 C -1.658 -5.820 -2.877
39 N -0.592 -6.000 -1.861
40 O 0.483 -6.418 -2.236
41 O -0.878 -5.711 -0.708
42 H -1.270 -6.111 -3.850
43 H -2.496 -6.454 -2.587
44 H -1.939 -4.768 -2.875
45 C -5.367 4.293 -4.727
46 N -4.305 4.092 -3.704
47 O -3.229 3.684 -4.082
48 O -4.592 4.355 -2.543
49 H -4.970 4.021 -5.700
50 H -6.206 3.653 -4.459
51 H -5.650 5.343 -4.703
52 C -4.008 -7.666 0.284
53 N -3.645 -8.278 -1.021
54 O -3.029 -9.320 -0.997
55 O -3.997 -7.683 -2.027
56 H -3.634 -8.299 1.083
57 H -3.546 -6.681 0.322
58 H -5.093 -7.595 0.322
59 C 5.015 -3.903 0.177
60 N 4.843 -2.461 0.509
61 O 5.598 -1.669 -0.023
62 O 3.953 -2.179 1.293
63 H 5.833 -4.004 -0.524
64 H 5.232 -4.428 1.102
65 H 4.083 -4.249 -0.264
66 C -0.367 2.024 5.176
67 N 0.443 0.896 4.646
68 O -0.148 -0.021 4.103
69 O 1.647 0.970 4.793
70 H -1.417 1.828 4.978
71 H -0.180 2.083 6.247
72 H -0.042 2.930 4.669
73 C 3.256 3.167 7.874
74 N 1.977 2.443 8.089
75 O 0.946 3.006 7.758
76 O 2.048 1.335 8.578
77 H 3.040 4.137 7.433
78 H 3.735 3.283 8.844
79 H 3.863 2.564 7.202
80 C 5.204 -0.306 5.673
81 N 6.180 0.773 5.986
82 O 5.735 1.858 6.315
83 O 7.357 0.495 5.890
84 H 4.198 0.084 5.800
85 H 5.372 -0.611 4.642
86 H 5.390 -1.126 6.362
87 C 6.539 -7.711 -1.972
88 N 6.331 -6.412 -1.280
89 O 5.648 -6.417 -0.266
90 O 6.859 -5.436 -1.775
91 H 6.016 -8.485 -1.424
92 H 6.139 -7.613 -2.979
93 H 7.609 -7.906 -1.989
94 C 9.684 2.399 5.624
95 N 10.655 3.482 5.937
96 O 10.202 4.563 6.266
97 O 11.835 3.208 5.841
98 H 8.678 2.783 5.751
99 H 9.855 2.094 4.594
100 H 9.874 1.580 6.314
101 C -5.212 -3.466 -2.823
102 N -4.314 -3.485 -4.007
103 O -3.121 -3.321 -3.808
104 O -4.833 -3.662 -5.086
105 H -4.610 -3.298 -1.933
106 H -5.926 -2.657 -2.965
107 H -5.715 -4.436 -2.773
108 C -9.155 -5.158 -4.020
109 N -8.074 -5.317 -3.011
110 O -6.997 -5.728 -3.401
111 O -8.344 -5.024 -1.863
112 H -8.772 -5.456 -4.992
113 H -9.982 -5.798 -3.718
114 H -9.448 -4.111 -4.024
115 C 0.061 -3.525 -5.664
116 N 0.472 -4.937 -5.897
117 O -0.357 -5.803 -5.681
118 O 1.606 -5.121 -6.285
119 H -0.970 -3.513 -5.322
120 H 0.725 -3.112 -4.908
121 H 0.161 -2.996 -6.609
122 C -0.452 6.197 0.272
123 N 0.360 5.072 -0.257
124 O -0.234 4.143 -0.802
125 O 1.557 5.143 -0.118
126 H -1.501 5.994 0.072
127 H -0.270 6.262 1.338
128 H -0.128 7.101 -0.242
129 C 1.451 4.533 -3.712
130 N 1.326 5.516 -4.821
131 O 1.881 5.254 -5.869
132 O 0.670 6.517 -4.596
133 H 2.056 3.697 -4.050
134 H 1.928 5.041 -2.876
135 H 0.447 4.204 -3.453
136 C 3.084 6.059 -8.971
137 N 3.152 5.752 -10.424
138 O 2.328 4.977 -10.873
139 O 4.030 6.300 -11.060
140 H 2.259 5.504 -8.534
141 H 4.029 5.757 -8.526
142 H 2.924 7.130 -8.869
143 C 1.647 9.835 1.398
144 N 0.375 9.092 1.604
145 O -0.654 9.635 1.268
146 O 0.461 7.980 2.101
147 H 1.418 10.798 0.953
148 H 2.115 9.960 2.372
149 H 2.270 9.240 0.734
150 C 4.190 -10.327 1.134
151 N 5.104 -10.399 -0.036
152 O 6.296 -10.270 0.173
153 O 4.592 -10.580 -1.123
154 H 4.782 -10.163 2.030
155 H 3.506 -9.499 0.965
156 H 3.657 -11.274 1.192
157 C -1.516 9.004 -3.584
158 N -1.633 8.912 -2.104
159 O -2.638 9.352 -1.591
160 O -0.701 8.394 -1.510
161 H -2.409 9.482 -3.975
162 H -0.631 9.597 -3.806
163 H -1.417 7.992 -3.969
164 C -2.348 3.518 9.754
165 N -2.459 4.498 8.640
166 O -1.906 4.220 7.593
167 O -3.095 5.508 8.859
168 H -1.755 2.673 9.417
169 H -1.863 4.023 10.587
170 H -3.355 3.205 10.017

Atomic partial charges in e from the Löwdin method, atoms 1 to 6: C -0.05; C -0.18; C -0.02; C -0.08; C -0.07; C -0.04

=====

Entry from OMol25: a 3-piece molecular cluster, C15H30N2O6Si overall (wB97M-V/def2-TZVPD).

gap between HOMO and LUMO: 9.85 eV
energy: -1439.92299 Ha
molar mass: 362.50 g mol⁻¹
LUMO level: 0.58 eV

Cartesian coordinates (Å):
1 C 2.828 -1.387 1.835
2 C 1.942 -0.552 0.892
3 O 2.774 0.256 0.049
4 C 0.945 -1.354 0.060
5 O -0.204 -0.554 -0.261
6 Si -1.478 -0.458 0.788
7 C -1.085 -0.990 2.536
8 C -2.864 -1.597 0.134
9 O -2.958 -2.833 0.835
10 O -3.812 -2.690 1.979
11 C -2.129 1.321 0.785
12 C -1.111 2.366 1.098
13 O -0.691 3.162 0.303
14 O -0.713 2.404 2.423
15 H 2.660 -1.090 2.873
16 H 2.630 -2.456 1.757
17 H 3.871 -1.182 1.590
18 H 1.369 0.147 1.518
19 H 2.522 0.117 -0.870
20 H 1.402 -1.644 -0.891
21 H 0.656 -2.288 0.551
22 H -0.524 -0.231 3.082
23 H -2.036 -1.160 3.049
24 H -0.529 -1.929 2.586
25 H -3.846 -1.108 0.045
26 H -2.585 -1.872 -0.891
27 H -4.418 -1.967 1.756
28 H -2.894 1.334 1.570
29 H -2.581 1.555 -0.181
30 H 0.158 1.995 2.510
31 C 5.868 -2.806 -1.449
32 C 5.929 -4.289 -1.104
33 C 4.644 -5.039 -1.474
34 C 3.492 -4.492 -0.758
35 N 2.616 -4.011 -0.185
36 H 5.078 -2.298 -0.893
37 H 6.809 -2.316 -1.201
38 H 5.684 -2.658 -2.515
39 H 6.121 -4.410 -0.036
40 H 6.762 -4.757 -1.632
41 H 4.726 -6.098 -1.228
42 H 4.448 -4.960 -2.545
43 C -2.902 4.784 -1.034
44 C -3.698 5.972 -1.561
45 C -5.213 5.745 -1.506
46 C -5.616 4.588 -2.309
47 N -5.932 3.677 -2.937
48 H -3.078 3.895 -1.640
49 H -1.836 4.987 -1.053
50 H -3.178 4.556 -0.002
51 H -3.402 6.183 -2.591
52 H -3.464 6.862 -0.975
53 H -5.751 6.619 -1.877
54 H -5.533 5.570 -0.477

Atomic partial charges in e from the Löwdin method, atoms 1 to 6: C -0.04; C -0.39; O -0.04; C -0.21; O -0.19; Si 0.55

=====

Entry from OMol25: the molecule C3H3FOS (wB97M-V/def2-TZVPD).

gap between HOMO and LUMO: 8.56 eV
energy: -689.34904 Ha
molar mass: 106.12 g mol⁻¹
LUMO level: -0.62 eV
energy above the lowest of the compared OMol25 structures with the same formula, charge and spin: 20.7 kcal per mole

Cartesian coordinates (Å):
1 O 2.242 -1.073 -0.090
2 C 1.796 -0.023 -0.351
3 C 0.551 0.478 0.413
4 F 0.122 1.708 -0.027
5 C -0.562 -0.608 0.426
6 S -2.036 -0.354 -0.206
7 H 2.216 0.706 -1.013
8 H 0.869 0.588 1.443
9 H -0.247 -1.503 0.897

Atomic partial charges in e from the Löwdin method, atoms 1 to 6: O 0.11; C -0.21; C -0.36; F -0.03; C -0.57; S 0.73

=====

Entry from OMol25: C39H44Br4N4O9P2Pd as an isolated structure (wB97M-V/def2-TZVPD).

gap between HOMO and LUMO (alpha / beta): 5.82 / 4.31 eV
net charge: +2
energy: -13514.91983 Ha
molar mass: 1200.78 g mol⁻¹
multiplicity: 5
LUMO level (alpha / beta): -6.44 / -7.90 eV
expectation value of S²: 6.091

Cartesian coordinates (Å):
1 Pd 0.117 0.349 -0.079
2 Br 4.560 3.404 3.743
3 C 3.542 2.058 2.754
4 C 3.976 -0.090 2.820
5 Br 5.433 -0.848 3.897
6 C 3.152 -1.123 2.193
7 Br 3.824 -2.525 1.202
8 C 1.765 -0.834 2.255
9 O 0.889 -1.424 1.615
10 C 1.409 1.531 1.767
11 O 0.179 1.918 1.380
12 C 2.399 2.620 2.039
13 Br 2.554 3.978 0.797
14 C -3.480 3.638 3.007
15 C -2.170 3.108 3.563
16 C -2.235 2.925 5.072
17 O -1.773 1.844 2.992
18 P -2.430 0.854 1.986
19 O -1.464 -0.200 1.571
20 C -2.991 1.678 0.437
21 P -2.912 0.379 -0.832
22 O -1.529 -0.034 -1.223
23 O -3.502 0.894 -2.190
24 C -4.840 1.164 -2.671
25 C -5.231 0.074 -3.659
26 C -5.860 1.323 -1.558
27 O -3.761 -0.809 -0.234
28 C -3.568 -2.146 -0.795
29 C -2.556 -2.916 0.039
30 C -4.923 -2.833 -0.822
31 O -3.732 0.376 2.728
32 C -4.289 -0.949 2.880
33 C -3.321 -1.833 3.646
34 C -5.610 -0.776 3.617
35 H -3.759 4.532 3.560
36 H -4.263 2.895 3.132
37 H -3.385 3.911 1.959
38 H -1.351 3.790 3.301
39 H -3.040 2.240 5.324
40 H -2.417 3.880 5.556
41 H -1.298 2.519 5.443
42 H -2.285 2.467 0.168
43 H -3.994 2.081 0.524
44 H -4.728 2.111 -3.211
45 H -5.435 -0.864 -3.150
46 H -4.430 -0.086 -4.375
47 H -6.121 0.384 -4.200
48 H -5.854 0.455 -0.902
49 H -6.848 1.419 -2.001
50 H -5.664 2.219 -0.975
51 H -3.186 -2.018 -1.815
52 H -2.986 -3.181 1.001
53 H -1.659 -2.320 0.210
54 H -2.281 -3.830 -0.479
55 H -5.302 -2.960 0.189
56 H -4.820 -3.812 -1.282
57 H -5.646 -2.256 -1.391
58 H -4.467 -1.347 1.878
59 H -3.180 -1.441 4.651
60 H -2.360 -1.855 3.138
61 H -3.720 -2.841 3.719
62 H -5.438 -0.378 4.613
63 H -6.101 -1.740 3.711
64 H -6.269 -0.100 3.081
65 C 13.301 3.511 -0.879
66 O 12.386 3.355 -1.945
67 C 11.138 2.986 -1.730
68 C 10.349 2.797 -2.889
69 C 9.053 2.372 -2.798
70 C 8.471 2.130 -1.538
71 C 9.247 2.349 -0.383
72 C 10.550 2.766 -0.468
73 C 7.115 1.698 -1.379
74 N 6.526 1.538 -0.211
75 C 5.248 1.196 -0.464
76 C 5.040 1.117 -1.876
77 N 6.240 1.436 -2.419
78 C 3.783 0.790 -2.444
79 C 3.434 0.712 -3.805
80 C 2.128 0.426 -4.142
81 C 1.167 0.224 -3.147
82 N 1.463 0.317 -1.861
83 C 2.740 0.588 -1.506
84 C 2.940 0.784 -0.093
85 N 1.798 0.787 0.583
86 C 1.603 0.515 2.968
87 C 2.990 0.850 3.542
88 C 4.478 1.097 1.919
89 C 4.211 1.011 0.462
90 H 14.258 3.747 -1.343
91 H 13.389 2.588 -0.302
92 H 13.004 4.331 -0.220
93 H 10.817 2.991 -3.840
94 H 8.493 2.236 -3.710
95 H 8.786 2.182 0.578
96 H 11.117 2.928 0.434
97 H 6.477 1.473 -3.398
98 H 4.168 0.891 -4.575
99 H 1.828 0.375 -5.176
100 H 0.138 -0.005 -3.391
101 H 0.765 0.566 3.659
102 H 3.039 0.888 4.627
103 H 5.537 1.311 2.060

Atomic partial charges in e from the Löwdin method, atoms 1 to 6: Pd 1.25; Br 0.80; C -0.74; C -0.72; Br 0.81; C -0.61

=====

Largest force on an atom list, top to bottom, in eV/Å: 0.37 0.56 1.72 1.13 3.90 0.76 2.95 2.27